Model P:
ORCA calculation (ωB97M-V/def2-TZVPD) on a structure of composition C4H5GdO2.

⟨S²⟩: 16.78
total charge: +2
multiplicity: 8
gap between HOMO and LUMO (spin up / spin down): 0.2469 / 0.2283 Ha

XYZ file:
```
12
Properties=species:S:1:pos:R:3:mulliken_charge:R:1
H 0.0413 -0.2347 2.1517 0.34
O 0.8375 -0.7689 2.2165 -0.48
C 0.9585 -1.5593 1.0531 -0.29
C 2.1722 -2.3919 1.1204 0.10
C 3.2661 -2.7792 1.6828 -0.33
H 1.0126 -0.9335 0.1445 0.30
H 0.0891 -2.2285 0.9279 0.33
H 3.9614 -2.7693 2.5151 0.40
C 2.8512 -3.7294 0.4021 0.15
O 2.1345 -4.8771 0.4679 -0.52
Gd 2.8854 -6.9740 -0.2748 1.55
H 3.2496 -3.4216 -0.5820 0.45
```

---

Model Q:
ORCA calculation (ωB97M-V/def2-TZVPD) on a structure of composition C4H5GdO2.

⟨S²⟩: 16.54
total charge: +2
multiplicity: 8
gap between HOMO and LUMO (spin up / spin down): 0.2069 / 0.1653 Ha

XYZ file:
```
12
Properties=species:S:1:pos:R:3:mulliken_charge:R:1
H -2.3981 0.4556 2.5372 0.33
O -1.4558 0.4180 2.3513 -0.48
C -1.2597 0.5533 0.9592 -0.38
C 0.1743 0.5145 0.6486 -0.16
C 1.3958 0.5909 0.6205 -0.02
H -1.6764 1.5043 0.5856 0.32
H -1.7541 -0.2622 0.4032 0.27
H 2.4518 0.4872 0.8071 0.43
C 1.0058 -0.5730 -1.9011 -0.40
O 0.4938 -1.7346 -2.0285 -0.27
Gd 2.6535 -2.2358 -2.7564 2.02
H 0.3691 0.2817 -2.2267 0.34
```

---

Most stable structure among those shown: model P. Next: +0.0614 hartree.